C42H96F2N6O6S2 | wB97M-V/def2-TZVPD

## Properties
* electronic energy: -3432.59331 hartree
* relative energy (zero: lowest compared OMol25 entry of this formula, charge and spin): 0.0 kJ/mol
* charge: +4
* spin multiplicity: 1
* orbital gap: 0.336 Eh

Last columns: bonded neighbours and bond lengths (Å).
Positions of all 154 atoms, in Å:
1 N 51.526 24.307 15.722  S2 1.498, S6 1.724
2 S 51.649 24.263 14.229  N1 1.498, O3 1.473, O4 1.439, F5 1.632, S6 2.376
3 O 52.699 23.427 13.623  S2 1.473
4 O 51.239 25.485 13.589  S2 1.439
5 F 50.376 23.266 14.011  S2 1.632
6 S 53.099 24.965 15.975  N1 1.724, S2 2.376, O7 1.445, O8 1.455, F9 1.636
7 O 53.355 26.335 15.595  S6 1.445
8 O 54.236 24.070 16.124  S6 1.455
9 F 52.802 25.174 17.571  S6 1.636
10 C 50.716 26.126 7.882  O11 1.384, H21 1.090, H22 1.090, H23 1.090
11 O 51.857 26.746 7.404  C10 1.384, C12 1.398
12 C 51.704 28.135 7.350  O11 1.398, C13 1.542, H24 1.090, H25 1.090
13 C 53.113 28.749 7.225  C12 1.542, N14 1.530, H26 1.090, H27 1.090
14 N 54.157 28.043 8.092  C13 1.530, H15 1.010, H16 1.010, C17 1.596
15 H 54.273 27.048 7.964  N14 1.010
16 H 55.053 28.453 7.871  N14 1.010
17 C 54.055 28.351 9.655  N14 1.596, C18 1.530, H28 1.090, H29 1.090
18 C 55.156 27.567 10.370  C17 1.530, O19 1.447, H30 1.090, H31 1.090
19 O 55.017 26.146 10.136  C18 1.447, C20 1.451
20 C 56.073 25.374 10.762  O19 1.451, H32 1.090, H33 1.090, H34 1.090
21 H 50.271 26.706 8.690  C10 1.090
22 H 50.885 25.104 8.221  C10 1.090
23 H 50.008 26.027 7.059  C10 1.090
24 H 51.317 28.592 8.261  C12 1.090
25 H 51.080 28.549 6.558  C12 1.090
26 H 53.162 29.823 7.405  C13 1.090
27 H 53.445 28.655 6.192  C13 1.090
28 H 53.068 27.932 9.849  C17 1.090
29 H 54.027 29.441 9.677  C17 1.090
30 H 55.129 27.930 11.397  C18 1.090
31 H 56.088 27.790 9.850  C18 1.090
32 H 57.032 25.676 10.340  C20 1.090
33 H 55.949 24.319 10.519  C20 1.090
34 H 55.974 25.476 11.843  C20 1.090
35 C 54.153 19.042 17.075  C36 1.541, H45 1.090, H46 1.090, H47 1.090
36 C 52.902 18.647 17.883  C35 1.541, C37 1.574, H48 1.090, H49 1.090
37 C 52.320 19.769 18.821  C36 1.574, N38 1.576, H50 1.090, H51 1.090
38 N 50.906 19.509 19.468  C37 1.576, C39 1.655, C43 1.557, C44 1.500
39 C 50.574 20.864 20.359  N38 1.655, C40 1.517, H52 1.090, H53 1.090
40 C 49.421 20.707 21.334  C39 1.517, C41 1.500, H54 1.090, H55 1.090
41 C 49.589 19.510 22.223  C40 1.500, C42 1.587, H56 1.090, H57 1.090
42 C 49.830 18.200 21.360  C41 1.587, C43 1.546, H58 1.090, H59 1.090
43 C 50.989 18.219 20.336  N38 1.557, C42 1.546, H60 1.090, H61 1.090
44 C 49.800 19.398 18.461  N38 1.500, H62 1.090, H63 1.090, H64 1.090
45 H 54.728 18.127 16.927  C35 1.090
46 H 54.674 19.788 17.675  C35 1.090
47 H 53.897 19.483 16.112  C35 1.090
48 H 53.084 17.706 18.402  C36 1.090
49 H 52.018 18.392 17.298  C36 1.090
50 H 52.179 20.722 18.310  C37 1.090
51 H 52.949 20.014 19.676  C37 1.090
52 H 51.495 21.067 20.905  C39 1.090
53 H 50.498 21.616 19.574  C39 1.090
54 H 49.379 21.635 21.904  C40 1.090
55 H 48.520 20.524 20.750  C40 1.090
56 H 50.476 19.727 22.817  C41 1.090
57 H 48.749 19.324 22.893  C41 1.090
58 H 49.977 17.311 21.973  C42 1.090
59 H 48.842 18.121 20.906  C42 1.090
60 H 51.920 18.262 20.901  C43 1.090
61 H 51.012 17.323 19.717  C43 1.090
62 H 48.829 19.327 18.950  C44 1.090
63 H 50.017 18.545 17.818  C44 1.090
64 H 49.886 20.365 17.966  C44 1.090
65 C 48.399 29.906 19.617  C66 1.589, H75 1.090, H76 1.090, H77 1.090
66 C 47.834 28.718 18.726  C65 1.589, C67 1.562, H78 1.090, H79 1.090
67 C 46.341 29.027 18.388  C66 1.562, N68 1.610, H80 1.090, H81 1.090
68 N 45.845 28.142 17.138  C67 1.610, C69 1.600, C73 1.580, C74 1.514
69 C 44.254 28.126 17.308  N68 1.600, C70 1.519, H82 1.090, H83 1.090
70 C 43.553 27.126 16.406  C69 1.519, C71 1.546, H84 1.090, H85 1.090
71 C 44.113 25.710 16.672  C70 1.546, C72 1.511, H86 1.090, H87 1.090
72 C 45.604 25.688 16.427  C71 1.511, C73 1.473, H88 1.090, H89 1.090
73 C 46.348 26.649 17.259  N68 1.580, C72 1.473, H90 1.090, H91 1.090
74 C 46.273 28.723 15.808  N68 1.514, H92 1.090, H93 1.090, H94 1.090
75 H 48.228 30.880 19.160  C65 1.090
76 H 49.467 29.835 19.824  C65 1.090
77 H 47.966 29.933 20.617  C65 1.090
78 H 47.868 27.776 19.272  C66 1.090
79 H 48.462 28.558 17.849  C66 1.090
80 H 46.256 30.046 18.011  C67 1.090
81 H 45.639 28.853 19.203  C67 1.090
82 H 44.143 27.707 18.308  C69 1.090
83 H 43.893 29.132 17.095  C69 1.090
84 H 42.488 27.150 16.638  C70 1.090
85 H 43.714 27.311 15.344  C70 1.090
86 H 44.002 25.392 17.709  C71 1.090
87 H 43.503 24.931 16.215  C71 1.090
88 H 46.004 24.714 16.709  C72 1.090
89 H 45.829 25.912 15.385  C72 1.090
90 H 46.213 26.418 18.316  C73 1.090
91 H 47.421 26.687 17.069  C73 1.090
92 H 47.362 28.678 15.801  C74 1.090
93 H 45.900 29.744 15.731  C74 1.090
94 H 45.891 28.055 15.036  C74 1.090
95 C 55.006 11.183 6.642  C96 1.531, H105 1.090, H106 1.090, H107 1.090
96 C 55.494 12.606 6.929  C95 1.531, C97 1.560, H108 1.090, H109 1.090
97 C 54.530 13.609 7.635  C96 1.560, N98 1.548, H110 1.090, H111 1.090
98 N 55.096 15.048 7.698  C97 1.548, C99 1.571, C103 1.549, C104 1.563
99 C 54.169 15.734 8.764  N98 1.571, C100 1.564, H112 1.090, H113 1.090
100 C 54.664 17.126 9.278  C99 1.564, C101 1.524, H114 1.090, H115 1.090
101 C 56.113 16.975 9.724  C100 1.524, C102 1.526, H116 1.090, H117 1.090
102 C 57.002 16.495 8.581  C101 1.526, C103 1.550, H118 1.090, H119 1.090
103 C 56.585 15.073 8.125  N98 1.549, C102 1.550, H120 1.090, H121 1.090
104 C 54.952 15.674 6.273  N98 1.563, H122 1.090, H123 1.090, H124 1.090
105 H 55.762 10.626 6.089  C95 1.090
106 H 54.138 10.995 6.010  C95 1.090
107 H 54.720 10.704 7.578  C95 1.090
108 H 55.730 12.997 5.940  C96 1.090
109 H 56.441 12.567 7.467  C96 1.090
110 H 54.359 13.228 8.642  C97 1.090
111 H 53.538 13.663 7.186  C97 1.090
112 H 54.174 15.091 9.644  C99 1.090
113 H 53.135 15.872 8.448  C99 1.090
114 H 54.232 17.479 10.214  C100 1.090
115 H 54.562 17.962 8.586  C100 1.090
116 H 56.081 16.255 10.541  C101 1.090
117 H 56.443 17.943 10.101  C101 1.090
118 H 58.045 16.422 8.890  C102 1.090
119 H 57.077 17.199 7.753  C102 1.090
120 H 56.756 14.454 9.005  C103 1.090
121 H 57.171 14.847 7.233  C103 1.090
122 H 55.014 16.733 6.525  C104 1.090
123 H 54.018 15.426 5.769  C104 1.090
124 H 55.798 15.388 5.647  C104 1.090
125 C 60.088 23.374 17.794  C126 1.548, H135 1.090, H136 1.090, H137 1.090
126 C 59.986 23.745 19.294  C125 1.548, C127 1.550, H138 1.090, H139 1.090
127 C 59.994 25.272 19.564  C126 1.550, N128 1.635, H140 1.090, H141 1.090
128 N 59.571 25.581 21.113  C127 1.635, C129 1.567, C133 1.524, C134 1.553
129 C 60.349 26.832 21.647  N128 1.567, C130 1.505, H142 1.090, H143 1.090
130 C 59.983 28.086 20.900  C129 1.505, C131 1.513, H144 1.090, H145 1.090
131 C 58.505 28.375 21.035  C130 1.513, C132 1.475, H146 1.090, H147 1.090
132 C 57.657 27.235 20.638  C131 1.475, C133 1.534, H148 1.090, H149 1.090
133 C 58.087 25.896 21.252  N128 1.524, C132 1.534, H150 1.090, H151 1.090
134 C 59.809 24.389 22.078  N128 1.553, H152 1.090, H153 1.090, H154 1.090
135 H 60.068 22.294 17.646  C125 1.090
136 H 61.039 23.638 17.331  C125 1.090
137 H 59.283 23.894 17.275  C125 1.090
138 H 60.755 23.248 19.885  C126 1.090
139 H 59.039 23.262 19.534  C126 1.090
140 H 59.219 25.844 19.054  C127 1.090
141 H 61.000 25.692 19.562  C127 1.090
142 H 61.428 26.678 21.688  C129 1.090
143 H 60.024 26.936 22.682  C129 1.090
144 H 60.252 27.936 19.855  C130 1.090
145 H 60.469 28.967 21.320  C130 1.090
146 H 58.134 29.237 20.481  C131 1.090
147 H 58.231 28.496 22.083  C131 1.090
148 H 57.659 27.191 19.549  C132 1.090
149 H 56.664 27.516 20.989  C132 1.090
150 H 57.561 25.038 20.833  C133 1.090
151 H 57.835 25.752 22.302  C133 1.090
152 H 59.255 23.509 21.752  C134 1.090
153 H 59.570 24.571 23.126  C134 1.090
154 H 60.888 24.243 22.011  C134 1.090